A structure of composition C33H28BCdI2N10S3 at a distorted geometry. Source: OMol25; level of theory: ωB97M-V/def2-TZVPD.

Results
LUMO (alpha / beta)	4.006 / 3.990	eV
expectation value of S²	0.788
orbital gap (alpha / beta)	5.64 / 5.74	eV
max |F|	0.0267	hartree/bohr
ΔE to the lowest compared entry with this formula, charge and spin	0.000	eV
calculated total energy	-103528.8619	eV

The geometry in ORCA input format:
```
! RIJCOSX wB97M-V def2-TZVPD def2/J DEFGRID3
* xyz -2 2
Cd 0.287 -0.836 0.845
C -1.644 -2.338 -2.877
C -1.720 -1.821 -1.582
N -0.542 -1.904 -0.996
N 0.312 -2.454 -1.857
C -0.331 -2.727 -3.009
B 1.752 -2.855 -1.472
N 1.687 -3.740 -0.211
C 2.481 -4.775 0.118
C 2.214 -5.127 1.421
C 1.237 -4.213 1.827
N 0.944 -3.386 0.842
N 2.686 -1.703 -1.081
C 3.877 -1.374 -1.617
C 4.517 -0.520 -0.749
C 3.632 -0.380 0.321
N 2.542 -1.096 0.108
N 2.311 -3.623 -2.678
C 2.096 -4.920 -2.983
C 2.536 -5.138 -4.269
C 2.998 -3.886 -4.684
N 2.843 -2.992 -3.729
H -2.432 -2.415 -3.600
H -2.569 -1.421 -1.060
H 0.164 -3.168 -3.848
H 3.187 -5.182 -0.576
H 2.655 -5.915 2.000
H 0.741 -4.140 2.780
H 4.171 -1.759 -2.573
H 5.478 -0.065 -0.868
H 3.751 0.197 1.218
H 1.642 -5.598 -2.286
H 2.523 -6.053 -4.826
H 3.419 -3.597 -5.628
S -1.758 0.847 4.521
C -1.665 -0.579 3.680
S -2.957 -1.452 3.065
S -0.104 -1.387 3.459
N 1.966 2.417 0.315
C 2.179 1.994 -0.943
C 3.213 2.545 -1.728
C 3.325 2.166 -3.042
C 2.425 1.235 -3.558
C 1.469 0.718 -2.704
N 1.335 1.076 -1.438
H 2.700 2.877 0.830
H 1.243 1.938 0.839
H 3.890 3.256 -1.280
H 4.095 2.591 -3.676
H 2.478 0.909 -4.585
H 0.764 -0.024 -3.061
I 1.480 0.334 3.551
I 3.739 2.365 3.579
C -0.806 0.923 0.946
C -1.644 1.734 1.314
C -2.708 2.555 1.696
C -2.483 3.759 2.440
C -3.473 4.750 2.579
C -3.237 5.899 3.301
C -2.008 6.116 3.909
C -1.001 5.172 3.745
C -1.224 4.027 3.014
C -4.007 2.045 1.316
C -4.144 1.273 0.148
C -5.360 0.748 -0.226
C -6.489 0.971 0.551
C -6.364 1.687 1.732
C -5.148 2.213 2.114
H -4.430 4.617 2.094
H -4.020 6.643 3.387
H -1.835 7.014 4.490
H -0.027 5.328 4.186
H -0.432 3.302 2.897
H -3.264 1.092 -0.454
H -5.433 0.150 -1.126
H -7.447 0.565 0.253
H -7.228 1.819 2.371
H -5.050 2.696 3.075
*
```

A structure of composition C33H28Br2N5O10P2STi at a distorted geometry. Source: OMol25; level of theory: ωB97M-V/def2-TZVPD.

Results
LUMO	-3.733	eV
orbital gap	6.96	eV
max |F|	0.0346	hartree/bohr
ΔE to the lowest compared entry with this formula, charge and spin	1.107	eV
calculated total energy	-255219.8383	eV

The geometry in ORCA input format:
```
! RIJCOSX wB97M-V def2-TZVPD def2/J DEFGRID3
* xyz 1 1
Ti -0.345 -0.125 -0.584
C -3.885 0.830 -7.641
C -2.942 0.442 -6.537
C -3.164 -0.717 -5.798
C -2.313 -1.086 -4.771
C -1.221 -0.279 -4.497
C -0.978 0.895 -5.202
C -1.844 1.239 -6.222
S -0.030 -0.640 -3.280
O 1.180 -1.022 -3.933
O 0.081 0.599 -2.406
N -0.415 -1.574 -2.069
C -1.103 -2.771 -1.925
C -1.347 -3.727 -2.875
C -2.054 -4.900 -2.533
C -2.473 -5.124 -1.253
C -2.165 -4.184 -0.241
C -2.480 -4.378 1.123
C -2.059 -3.468 2.047
C -1.346 -2.333 1.622
N -1.082 -2.084 0.357
C -1.478 -3.009 -0.582
H -4.054 -0.006 -8.321
H -3.499 1.668 -8.218
H -4.854 1.120 -7.232
H -4.021 -1.339 -6.026
H -2.523 -1.970 -4.190
H -0.147 1.537 -4.943
H -1.671 2.153 -6.775
H -0.984 -3.591 -3.885
H -2.250 -5.634 -3.303
H -3.015 -6.024 -0.993
H -3.034 -5.260 1.420
H -2.253 -3.601 3.102
H -0.966 -1.614 2.332
Br 6.936 -0.235 4.488
C 5.114 -0.087 4.017
C 4.233 -1.095 4.376
C 2.904 -0.999 4.002
C 2.450 0.112 3.301
C 3.339 1.125 2.962
C 4.677 1.022 3.311
N 1.096 0.142 2.887
C 0.480 1.225 3.087
C -0.956 1.418 2.754
C -1.617 2.466 3.371
C -2.984 2.608 3.194
C -3.647 1.672 2.431
C -2.908 0.665 1.831
N -1.588 0.544 1.941
H 4.587 -1.951 4.934
H 2.203 -1.782 4.267
H 2.994 1.971 2.380
H 5.377 1.795 3.024
H 0.953 2.049 3.627
H -1.060 3.154 3.993
H -3.519 3.426 3.658
H -4.715 1.722 2.274
H -3.401 -0.068 1.203
O -4.138 1.612 -0.755
P -2.716 1.518 -1.444
O -2.731 1.705 -2.886
O -2.132 0.159 -0.876
O -1.873 2.617 -0.607
P -0.269 2.892 -0.641
O -0.091 3.846 0.613
O 0.234 3.435 -1.891
O 0.286 1.517 -0.086
H -4.775 2.014 -1.362
H 0.148 4.735 0.312
O 4.883 -3.526 -1.644
C 3.887 -2.738 -1.222
C 2.875 -3.159 -0.361
C 1.889 -2.266 -0.038
N 1.808 -0.998 -0.493
C 2.852 -0.598 -1.241
Br 3.014 1.211 -1.737
C 3.886 -1.418 -1.639
H 4.799 -4.414 -1.276
H 2.859 -4.157 0.056
H 1.113 -2.568 0.646
H 4.684 -1.036 -2.257
*
```